--- a ---
Entry from the Open Molecules 2025 dataset: a single C5H10N2 molecule (wB97M-V/def2-TZVPD).

Results
Structure (SMILES): C=CC(=C)N(C)N
HOMO (eV): -8.145
Gap between HOMO and LUMO (eV): 9.16
2S+1: 1

Bonds (Å) are listed after each position.
Positions of all 17 atoms, in Å:
1 H -2.328 -1.256 -0.808  C14 1.091
2 H -0.656 2.602 -0.495  C13 1.085
3 H -2.099 1.458 -0.571  C13 1.083
4 C 2.509 0.532 -0.071  C12 1.329, H15 1.085, H17 1.090
5 H -2.122 -2.027 0.785  C14 1.091
6 H -2.696 -0.345 0.712  C14 1.090
7 H 1.182 -1.791 0.698  N10 1.016
8 C -0.240 0.581 -0.067  C12 1.690, C13 1.331, N16 1.356
9 H 1.356 2.079 0.702  C12 1.092
10 N 0.423 -1.731 0.026  H7 1.016, H11 1.018, N16 1.382
11 H 0.800 -1.648 -0.917  N10 1.018
12 C 1.343 1.094 0.231  C4 1.329, C8 1.690, H9 1.092
13 C -1.047 1.599 -0.359  H2 1.085, H3 1.083, C8 1.331
14 C -2.055 -1.087 0.235  H1 1.091, H5 1.091, H6 1.090, N16 1.683
15 H 2.606 -0.425 -0.573  C4 1.085
16 N -0.424 -0.692 0.362  C8 1.356, N10 1.382, C14 1.683
17 H 3.448 1.056 0.110  C4 1.090

***

--- b ---
Entry from the Open Molecules 2025 dataset: a single C5H10N2 molecule (wB97M-V/def2-TZVPD).

Results
HOMO (alpha / beta) (eV): -6.678 / -6.751
Gap between HOMO and LUMO (alpha / beta) (eV): 7.53 / 7.64
2S+1: 1

Bonds (Å) are listed after each position.
Positions of all 17 atoms, in Å:
1 H -1.041 -1.052 0.976  N13 1.020
2 H -1.507 -1.515 -1.254  C5 1.089
3 N 0.734 0.112 -0.914  H4 1.024, C9 1.354, C16 1.336
4 H 0.584 -0.495 -1.725  N3 1.024
5 C -2.163 -0.838 -0.709  H2 1.089, H6 1.088, N13 1.459, C15 1.482
6 H -3.210 -0.915 -0.993  C5 1.088
7 H 0.078 1.854 -0.048  C9 1.083
8 H -2.353 1.282 -0.154  C15 1.087
9 C -0.262 0.927 -0.491  N3 1.354, H7 1.083, C15 1.469
10 H 0.997 0.030 1.619  C11 1.101
11 C 1.997 0.215 1.198  H10 1.101, H14 1.101, C16 1.496, H17 1.099
12 H 2.789 -0.168 -0.878  C16 1.084
13 N -1.928 -0.622 0.715  H1 1.020, C5 1.459, C15 1.487
14 H 2.688 -0.548 1.591  C11 1.101
15 C -1.637 0.470 -0.251  C5 1.482, H8 1.087, C9 1.469, N13 1.487
16 C 1.914 0.082 -0.289  N3 1.336, C11 1.496, H12 1.084
17 H 2.321 1.182 1.609  C11 1.099

***

Last place for stability: b